Run a
Computed, not measured: a 2-piece molecular cluster, C5H15N2O2 overall, with ωB97M-V with the def2-TZVPD basis set.

Properties
Gap between HOMO and LUMO (eV): 10.41
Lowest unoccupied orbital energy (Eh): -0.1119

Geometry as ORCA input:
```
! RIJCOSX wB97M-V def2-TZVPD def2/J DEFGRID3
* xyz 1 1
N -0.818 -1.834 0.836
C 0.092 -1.106 -0.151
C 1.541 -1.101 0.342
C -0.515 0.342 -0.156
N -0.165 1.186 -1.073
C -1.033 2.523 -1.067
C 0.632 0.946 -2.359
O -1.272 0.548 0.760
H -1.162 -1.242 1.560
H -0.261 -2.704 1.283
H -1.633 -2.250 0.373
H 0.140 -1.507 -1.194
H 2.153 -2.014 0.431
H 1.609 -0.447 1.284
H 2.242 -0.503 -0.427
H -1.931 2.284 -0.485
H -1.326 2.683 -2.165
H -0.458 3.347 -0.648
H 0.882 1.876 -2.768
H -0.009 0.124 -2.910
H 1.765 0.530 -1.984
H 0.452 -1.057 3.816
H -0.676 0.134 3.369
O -0.247 -0.759 3.332
*
```

Results of the Mulliken charge analysis, in e, for atoms 1 through 6: atom 1 (N): -0.23, atom 2 (C): 0.08, atom 3 (C): -1.13, atom 4 (C): 0.59, atom 5 (N): 0.00, atom 6 (C): -0.87

---

Run b
Computed, not measured: a 2-piece molecular cluster, C5H15N2O2 overall, with ωB97M-V with the def2-TZVPD basis set.

Properties
Gap between HOMO and LUMO (eV): 10.00
Lowest unoccupied orbital energy (Eh): -0.1430

Geometry as ORCA input:
```
! RIJCOSX wB97M-V def2-TZVPD def2/J DEFGRID3
* xyz 1 1
C -3.424 0.607 0.115
C -1.903 0.581 0.195
C 2.822 -0.408 -0.377
C -1.309 -0.615 -0.490
C 1.699 0.130 0.480
N 1.399 -0.602 1.500
N 2.901 0.607 -1.436
O -1.372 -1.872 0.153
O 1.219 1.273 0.142
H -3.769 1.475 -0.553
H -3.789 0.756 1.143
H -3.759 -0.344 -0.377
H -1.555 0.424 1.271
H -1.492 1.478 -0.293
H 3.805 -0.387 0.127
H 2.535 -1.316 -0.869
H -1.751 -0.531 -1.515
H 2.101 -1.346 1.766
H 0.784 -0.216 2.175
H -0.210 -0.511 -0.595
H 3.462 1.352 -0.906
H 3.499 0.301 -2.160
H -2.239 -2.215 -0.011
H 0.343 1.379 0.515
*
```

Results of the Mulliken charge analysis, in e, for atoms 1 through 6: atom 1 (C): -1.05, atom 2 (C): -0.13, atom 3 (C): -0.90, atom 4 (C): -0.22, atom 5 (C): 0.40, atom 6 (N): -0.12

---

Result of the stability comparison: run a is the most stable of them.

---

Run a
Computed, not measured: a 3-piece molecular cluster, C2H12NO2S overall, with ωB97M-V with the def2-TZVPD basis set.

Properties
Gap between HOMO and LUMO (eV): 9.96
Lowest unoccupied orbital energy (Eh): -0.1139

Geometry as ORCA input:
```
! RIJCOSX wB97M-V def2-TZVPD def2/J DEFGRID3
* xyz 1 1
C -0.384 1.265 -0.782
C -0.280 1.186 0.738
S 1.261 0.151 1.252
N -0.430 -0.163 -1.223
H -1.220 1.869 -1.061
H 0.626 1.687 -1.203
H -0.156 2.120 1.163
H -1.180 0.610 0.950
H 1.211 0.773 2.512
H -1.116 -0.698 -0.606
H -0.678 -0.361 -2.174
H 0.657 -0.589 -1.150
H 2.128 -2.258 -1.987
H 2.767 -0.785 -2.393
O 2.016 -1.299 -2.200
H -3.879 -1.380 1.261
H -3.562 0.057 1.422
O -3.113 -0.828 1.208
*
```

Results of the Mulliken charge analysis, in e, for atoms 1 through 6: atom 1 (C): -0.51, atom 2 (C): -0.54, atom 3 (S): -0.20, atom 4 (N): -0.33, atom 5 (H): 0.37, atom 6 (H): 0.30

---

Run b
Computed, not measured: a 3-piece molecular cluster, C2H12NO2S overall, with ωB97M-V with the def2-TZVPD basis set.

Properties
Gap between HOMO and LUMO (eV): 9.74
Lowest unoccupied orbital energy (Eh): -0.1190

Geometry as ORCA input:
```
! RIJCOSX wB97M-V def2-TZVPD def2/J DEFGRID3
* xyz 1 1
C -0.843 -0.358 -0.158
C -0.495 1.105 -0.519
S 1.082 1.698 0.167
N 0.212 -1.271 -0.692
H -1.765 -0.706 -0.609
H -0.879 -0.475 0.913
H -1.333 1.727 -0.226
H -0.289 1.223 -1.587
H 0.823 1.409 1.462
H 0.277 -2.173 -0.222
H 1.164 -0.842 -0.659
H 0.057 -1.432 -1.689
H 2.472 -1.330 1.099
H 3.662 -0.916 0.300
O 2.722 -1.096 0.193
H -3.944 -0.414 1.082
H -4.271 -1.849 0.585
O -3.659 -1.113 0.489
*
```

Results of the Mulliken charge analysis, in e, for atoms 1 through 6: atom 1 (C): -0.50, atom 2 (C): -0.74, atom 3 (S): -0.14, atom 4 (N): -0.22, atom 5 (H): 0.37, atom 6 (H): 0.35

---

Run c
Computed, not measured: a 3-piece molecular cluster, C2H12NO2S overall, with ωB97M-V with the def2-TZVPD basis set.

Properties
Gap between HOMO and LUMO (eV): 10.26
Lowest unoccupied orbital energy (Eh): -0.1146

Geometry as ORCA input:
```
! RIJCOSX wB97M-V def2-TZVPD def2/J DEFGRID3
* xyz 1 1
C -0.435 -0.120 -1.007
C 0.972 0.479 -1.095
S 1.162 2.186 -0.548
N -0.581 -1.065 0.155
H -0.697 -0.638 -1.926
H -1.237 0.608 -0.882
H 1.304 0.320 -2.103
H 1.628 -0.216 -0.549
H -0.130 2.473 -0.368
H -1.553 -1.371 0.287
H -0.111 -0.648 0.997
H -0.081 -1.934 0.015
H 1.045 0.720 2.908
H 1.329 1.025 1.442
O 1.157 0.282 2.051
H -2.423 -3.872 -0.200
H -3.644 -3.237 0.545
O -2.703 -3.154 0.378
*
```

Results of the Mulliken charge analysis, in e, for atoms 1 through 6: atom 1 (C): -0.50, atom 2 (C): -0.77, atom 3 (S): -0.24, atom 4 (N): -0.20, atom 5 (H): 0.37, atom 6 (H): 0.35

---

Result of the stability comparison: run c is the most stable of them.

---

Run a
Computed, not measured: an isolated ion of composition C7H13O and charge -1, with ωB97M-V with the def2-TZVPD basis set.

Properties
SMILES string: C=C(C)CCCC[O-]
Gap between HOMO and LUMO (eV): 5.53
Lowest unoccupied orbital energy (Eh): 0.1246

Geometry as ORCA input:
```
! RIJCOSX wB97M-V def2-TZVPD def2/J DEFGRID3
* xyz -1 1
C -0.914 2.402 -0.529
O -0.718 3.321 -1.469
C 0.106 1.129 -0.572
C -0.454 -0.223 -0.927
C -0.750 -1.133 0.271
C 0.913 -1.331 2.228
C 0.470 -1.589 1.001
C 1.330 -2.538 0.159
H -0.848 2.839 0.505
H -1.850 1.809 -0.663
H 0.886 1.447 -1.249
H 0.604 1.112 0.416
H -1.419 -0.069 -1.445
H 0.291 -0.691 -1.593
H -1.262 -2.056 0.003
H -1.436 -0.523 0.880
H 1.808 -1.812 2.594
H 0.495 -0.502 2.796
H 2.170 -2.051 -0.323
H 0.723 -3.074 -0.563
H 1.673 -3.362 0.807
*
```

Results of the Mulliken charge analysis, in e, for atoms 1 through 6: atom 1 (C): -0.29, atom 2 (O): -0.88, atom 3 (C): -0.64, atom 4 (C): -0.53, atom 5 (C): -0.83, atom 6 (C): -0.89

---

Run b
Computed, not measured: a 2-piece molecular cluster, C7H13O overall, with ωB97M-V with the def2-TZVPD basis set.

Properties
Gap between HOMO and LUMO (eV): 5.69
Lowest unoccupied orbital energy (Eh): 0.1234

Geometry as ORCA input:
```
! RIJCOSX wB97M-V def2-TZVPD def2/J DEFGRID3
* xyz -1 1
C -0.847 -2.288 0.779
O -1.261 -2.011 2.050
C -0.832 -1.024 -0.114
C 0.147 -0.040 0.386
C 0.711 0.972 -0.312
C 0.499 1.181 -1.741
C 0.331 2.483 -2.241
C 1.702 1.880 0.379
H -1.516 -3.030 0.323
H 0.229 -2.866 0.813
H -1.853 -0.597 -0.193
H -0.684 -1.484 -1.153
H -1.972 -4.364 2.283
H 0.421 -0.297 1.459
H -2.001 -5.039 2.618
H -0.189 3.304 -1.690
H 1.466 2.218 -2.066
H 0.029 2.491 -3.280
H 1.195 2.539 1.100
H 2.310 1.312 1.098
H 2.382 2.321 -0.391
*
```

Results of the Mulliken charge analysis, in e, for atoms 1 through 6: atom 1 (C): -0.54, atom 2 (O): -0.85, atom 3 (C): -0.39, atom 4 (C): -0.53, atom 5 (C): 1.14, atom 6 (C): -0.78

---

Result of the stability comparison: run a is the most stable of them.

---

Run a
Computed, not measured: C3H6CuO4 as an isolated structure, with ωB97M-V with the def2-TZVPD basis set.

Properties
<S²>: 0.751
Gap between HOMO and LUMO (spin up / spin down) (eV): 6.08 / 8.56
Lowest unoccupied orbital energy (spin up / spin down) (Eh): 0.0183 / 0.0019

Geometry as ORCA input:
```
! RIJCOSX wB97M-V def2-TZVPD def2/J DEFGRID3
* xyz 0 2
O -0.595 -2.669 -3.428
C -1.777 -2.191 -2.989
C -0.689 -4.098 -3.421
O -2.126 -0.951 -3.241
O -2.773 -3.087 -3.226
C -2.186 -4.331 -3.646
Cu -3.983 -0.907 -4.413
H -0.343 -4.481 -2.452
H -0.061 -4.486 -4.228
H -2.598 -5.135 -3.027
H -2.443 -4.486 -4.701
O -1.301 -1.665 -1.275
H -1.763 -0.552 -2.009
H -2.102 -1.836 -0.768
*
```

Results of the Mulliken charge analysis, in e, for atoms 1 through 6: atom 1 (O): -0.31, atom 2 (C): 0.58, atom 3 (C): -0.29, atom 4 (O): -0.49, atom 5 (O): -0.20, atom 6 (C): -0.35

---

Run b
Computed, not measured: C3H6CuO4 as an isolated structure, with ωB97M-V with the def2-TZVPD basis set.

Properties
<S²>: 0.751
Gap between HOMO and LUMO (spin up / spin down) (eV): 6.36 / 8.54
Lowest unoccupied orbital energy (spin up / spin down) (Eh): 0.0207 / -0.0042

Geometry as ORCA input:
```
! RIJCOSX wB97M-V def2-TZVPD def2/J DEFGRID3
* xyz 0 2
O -0.546 -0.606 0.980
C -0.566 0.384 0.077
C 0.712 -1.284 0.915
O -0.779 1.618 0.484
O 0.516 0.318 -0.740
C 1.242 -0.887 -0.461
Cu 0.869 3.160 -0.089
H 0.530 -2.359 1.019
H 1.355 -0.925 1.728
H 1.016 -1.628 -1.237
H 2.309 -0.643 -0.461
O -2.362 0.443 -0.653
H -2.086 1.629 -0.020
H -2.212 0.780 -1.543
*
```

Results of the Mulliken charge analysis, in e, for atoms 1 through 6: atom 1 (O): -0.34, atom 2 (C): 0.68, atom 3 (C): -0.27, atom 4 (O): -0.57, atom 5 (O): -0.27, atom 6 (C): -0.32

---

Result of the stability comparison: run a is the most stable of them.